Record 1
DFT (ωB97M-V with the def2-TZVPD basis set) results for the molecule C4H7FN2S at a distorted geometry.

Values from the calculation:
* HOMO-LUMO gap: 9.52 eV
* LUMO level: 0.74 eV
* SMILES string: N[C@H]1[C@@H](F)[C@H]1/C=N\S
* ΔE to the lowest compared entry with this formula, charge and spin: 222.7 kJ/mol
* HOMO level: -8.773 eV

```
15
C4H7FN2S ωB97M-V with the def2-TZVPD basis set
C -0.884 0.759 0.461
C -1.449 -0.590 0.644
C 0.062 -0.525 0.570
C 0.755 -0.940 -0.609
H -1.877 1.818 -0.970
H -0.193 1.916 -0.968
H -0.994 1.455 1.318
H -1.950 -0.845 1.603
H 0.551 -0.665 1.511
H 0.066 -1.363 -1.336
H 4.095 -0.259 -0.344
N -1.014 1.283 -0.873
N 1.985 -0.845 -0.882
F -2.079 -1.230 -0.366
S 2.924 0.031 0.241
```

These are the Löwdin partial charges, in e, on atoms 1 to 6: C -0.25; C -0.28; C -0.19; C -0.31; H 0.09; H 0.10

Record 2
DFT (ωB97M-V with the def2-TZVPD basis set) results for the molecule C4H7FN2S at a distorted geometry.

Values from the calculation:
* HOMO-LUMO gap: 9.32 eV
* LUMO level: 0.72 eV
* SMILES string: N[C@H]1[C@@H](F)[C@H]1NC=S
* ΔE to the lowest compared entry with this formula, charge and spin: 124.3 kJ/mol
* HOMO level: -8.594 eV

```
15
C4H7FN2S ωB97M-V with the def2-TZVPD basis set
C 1.407 0.247 0.544
C 0.845 1.570 0.952
C -0.058 0.374 0.949
C -1.517 -0.751 -0.653
H 1.426 -0.796 -1.205
H 1.481 0.826 -1.383
H 2.043 -0.240 1.264
H 1.166 2.047 1.882
H -0.369 -0.076 1.897
H -1.372 1.252 -0.409
H -2.301 -0.526 -1.403
N 1.818 0.077 -0.823
N -1.036 0.374 -0.083
F 0.615 2.481 -0.042
S -1.071 -2.288 -0.292
```

These are the Löwdin partial charges, in e, on atoms 1 to 6: C -0.26; C -0.22; C -0.23; C -0.71; H 0.07; H 0.06

Record 3
DFT (ωB97M-V with the def2-TZVPD basis set) results for the molecule C4H7FN2S at a distorted geometry.

Values from the calculation:
* HOMO-LUMO gap: 8.63 eV
* LUMO level: 0.03 eV
* SMILES string: CC(=S)N/N=C\CF
* ΔE to the lowest compared entry with this formula, charge and spin: 171.0 kJ/mol
* HOMO level: -8.599 eV

```
15
C4H7FN2S ωB97M-V with the def2-TZVPD basis set
C 1.727 1.923 0.344
C 0.331 1.418 -0.050
C 0.670 -2.001 0.595
C -0.707 -2.603 0.449
H 1.849 1.745 1.405
H 2.444 1.289 -0.182
H 1.953 2.984 0.151
H -0.738 -0.243 -0.298
H 1.427 -2.680 1.049
H -0.562 -3.721 0.513
H -1.403 -2.266 1.204
N 0.168 0.050 -0.122
N 1.089 -0.800 0.351
F -1.200 -2.480 -0.881
S -0.943 2.377 -0.347
```

These are the Löwdin partial charges, in e, on atoms 1 to 6: C -0.10; C -0.85; C -0.12; C -0.16; H 0.07; H 0.07

Record 4
DFT (ωB97M-V with the def2-TZVPD basis set) results for the molecule C4H7FOS at a distorted geometry.

Values from the calculation:
* HOMO-LUMO gap: 10.04 eV
* LUMO level: 0.77 eV
* SMILES string: C=C(F)COCS
* ΔE to the lowest compared entry with this formula, charge and spin: 185.0 kJ/mol
* HOMO level: -9.270 eV

```
14
C4H7FOS ωB97M-V with the def2-TZVPD basis set
C 0.790 -0.762 0.060
C -1.522 -1.170 -0.845
C 1.672 0.424 -0.405
C 1.795 1.710 0.018
O -0.168 -1.132 -1.015
F 2.549 -0.015 -1.358
S -2.289 0.566 -0.846
H 1.466 -1.680 0.312
H 0.020 -0.632 0.764
H -1.914 -1.615 -1.782
H -2.021 -1.722 -0.026
H 2.689 2.296 -0.407
H 1.206 2.203 0.709
H -1.929 0.990 0.343
```

These are the Löwdin partial charges, in e, on atoms 1 to 6: C -0.07; C -0.55; C -0.29; C 0.09; O -0.23; F 0.02

Record 5
DFT (ωB97M-V with the def2-TZVPD basis set) results for the molecule C4H7FS at a distorted geometry.

Values from the calculation:
* HOMO-LUMO gap: 9.49 eV
* LUMO level: 0.95 eV
* SMILES string: F[C@@H]1CCSC1
* ΔE to the lowest compared entry with this formula, charge and spin: 68.5 kJ/mol
* HOMO level: -8.548 eV

```
13
C4H7FS ωB97M-V with the def2-TZVPD basis set
C 1.048 -0.068 -0.026
C 0.199 -0.524 -1.236
C -1.098 -0.983 -0.578
C 0.179 0.857 0.715
H 1.466 -0.725 0.672
H 0.725 -1.366 -1.752
H 0.124 0.334 -1.872
H -2.057 -0.878 -1.168
H -1.202 -2.016 -0.196
H 0.102 1.725 0.160
H 0.564 1.030 1.683
F 2.136 0.593 -0.545
S -1.307 0.054 0.883
```

These are the Löwdin partial charges, in e, on atoms 1 to 6: C -0.43; C -0.16; C -0.47; C -0.52; H 0.14; H 0.13

Record 6
DFT (ωB97M-V with the def2-TZVPD basis set) results for a structure of composition C4H7FS at a distorted geometry.

Values from the calculation:
* HOMO-LUMO gap: 9.73 eV
* LUMO level: 0.79 eV
* ΔE to the lowest compared entry with this formula, charge and spin: 255.1 kJ/mol
* HOMO level: -8.936 eV

```
13
C4H7FS ωB97M-V with the def2-TZVPD basis set
C -1.638 -0.843 -0.276
C -0.148 -0.585 0.284
C 1.858 0.532 0.012
C 0.389 0.872 0.084
H -1.580 -1.894 -0.102
H -2.310 -0.373 0.527
H -1.778 -0.503 -1.220
H -0.063 -0.718 1.408
H 2.339 0.520 0.987
H 2.153 1.184 -0.750
H -0.092 1.734 0.877
F -0.373 1.252 -1.110
S 1.244 -1.179 -0.718
```

These are the Löwdin partial charges, in e, on atoms 1 to 6: C -0.06; C -0.60; C -0.28; C -0.42; H 0.05; H 0.11